DFT (the ωB97M-V functional and the def2-TZVPD basis) results for 2 unconnected molecules or ions with the total composition Br2ClP at a distorted geometry.

Cartesian coordinates (Å):
P  1.0422  0.5680  0.3730
Cl  1.3406  -1.1390  -0.6701
Br  -2.4261  -1.1435  1.4139
Br  0.0432  1.7144  -1.1168

Properties
HOMO energy (spin up / spin down) ... -0.40466 / -0.31403 Ha
Largest force on an atom ... 1.2 eV Å⁻¹
E_tot ... -161895.32829 eV
Gap between HOMO and LUMO (spin up / spin down) ... 9.3 / 5.0 eV

---

DFT (the ωB97M-V functional and the def2-TZVPD basis) results for C23H23N3O3 in the gas phase at a distorted geometry.

Cartesian coordinates (Å):
C  -6.0517  -2.1022  0.8789
C  -4.8778  -1.9349  1.8404
O  -3.6484  -1.7405  1.1738
C  -3.3678  -0.5278  0.6115
C  -2.1814  -0.4638  -0.1152
C  -1.7713  0.7076  -0.7209
C  -2.5458  1.8570  -0.6070
O  -2.2493  3.0738  -1.1593
C  -1.0731  3.1974  -1.9269
C  0.1961  3.0077  -1.1320
C  1.3054  2.3981  -1.7057
C  2.4485  2.1791  -0.9621
C  2.4982  2.5767  0.3698
C  3.6979  2.3157  1.2083
O  4.2522  3.1395  1.9038
N  4.1593  1.0239  1.1631
N  3.4834  0.0607  0.5254
C  3.8722  -1.1565  0.5166
C  5.1095  -1.6823  1.1844
C  3.0156  -2.0924  -0.2180
C  1.8110  -1.6676  -0.7892
C  1.0430  -2.5869  -1.4766
C  1.4889  -3.8983  -1.5714
C  2.6939  -4.2221  -0.9665
N  3.4375  -3.3520  -0.3115
C  1.4081  3.2305  0.9320
C  0.2625  3.4361  0.1873
C  -3.7293  1.7964  0.1223
C  -4.1413  0.6233  0.7239
H  -5.8620  -2.9373  0.2092
H  -6.9609  -2.2987  1.4406
H  -6.1925  -1.2068  0.2786
H  -5.0684  -1.1203  2.5503
H  -4.7326  -2.8574  2.4101
H  -1.5790  -1.3557  -0.1868
H  -0.8430  0.7117  -1.2687
H  -1.1133  4.2211  -2.3173
H  -1.0941  2.5047  -2.7803
H  1.2678  2.0802  -2.7385
H  3.3010  1.6982  -1.4158
H  4.9846  0.8142  1.7270
H  5.9941  -1.1630  0.8141
H  5.2009  -2.7423  0.9722
H  5.0496  -1.5368  2.2637
H  1.5114  -0.6385  -0.6766
H  0.1090  -2.2911  -1.9332
H  0.9179  -4.6473  -2.0973
H  3.0883  -5.2295  -1.0077
H  1.4620  3.5588  1.9588
H  -0.5959  3.9198  0.6290
H  -4.3258  2.6911  0.2084
H  -5.0647  0.6287  1.2809

Properties
HOMO energy ... -0.29181 Ha
SMILES ... CCOc1ccc(OCc2ccc(C(=O)N/N=C(\C)c3ccccn3)cc2)cc1
Largest force on an atom ... 1.2 eV Å⁻¹
E_tot ... -34836.26940 eV
Gap between HOMO and LUMO ... 8.2 eV

---

DFT (the ωB97M-V functional and the def2-TZVPD basis) results for a molecular structure, C32H36Cl2N3O4P2PdS.

Cartesian coordinates (Å):
Pd  -0.4303  0.9104  0.3250
C  -4.6042  -1.9730  1.8546
O  -3.6137  -1.4946  2.7528
C  -3.1247  -0.2352  2.6230
O  -2.1917  0.1002  3.3069
N  -3.8082  0.5830  1.7518
N  -3.0416  1.6625  1.2313
H  -4.8360  -2.9848  2.1806
H  -4.2110  -1.9935  0.8370
H  -5.5144  -1.3696  1.8978
H  -4.2464  0.1018  0.9733
H  -3.4462  2.5397  1.5323
H  -3.1281  1.5925  0.2206
C  6.8678  3.9322  2.9586
S  7.0329  2.8944  1.5017
C  5.5002  1.9565  1.6690
C  5.2623  1.0892  0.4452
C  3.8956  0.3966  0.4440
N  2.7341  1.2748  0.7040
P  2.0058  1.6844  -0.8575
C  3.2307  2.9072  -1.5274
C  3.5921  2.7786  -2.8610
C  4.4795  3.6748  -3.4483
C  5.0229  4.7050  -2.7005
C  4.6735  4.8444  -1.3609
C  3.7818  3.9555  -0.7872
C  0.6046  2.7659  -0.4252
C  -0.5671  2.6244  -1.2128
C  -1.6295  3.5476  -1.0707
C  -1.5491  4.5816  -0.1789
C  -0.3734  4.7496  0.5881
C  0.6702  3.8792  0.4664
P  1.4031  0.7018  1.7043
C  1.2684  2.0164  2.9905
C  2.3804  2.5415  3.6450
C  2.2438  3.5470  4.5874
C  0.9759  4.0245  4.9070
C  -0.1367  3.4843  4.2821
C  0.0063  2.4885  3.3225
C  2.0086  -0.6245  2.8214
C  0.9864  -1.5180  3.1432
C  1.1915  -2.5129  4.0904
C  2.4210  -2.6411  4.7143
C  3.4453  -1.7560  4.4030
C  3.2368  -0.7517  3.4709
H  7.7255  4.6025  2.9939
H  6.8537  3.3437  3.8767
H  5.9608  4.5366  2.9121
H  4.6679  2.6510  1.7795
H  5.5550  1.3513  2.5788
H  6.0248  0.3065  0.3842
H  5.3747  1.7051  -0.4477
H  3.9014  -0.4164  1.1658
H  3.7658  -0.0951  -0.5316
H  3.1780  1.9649  -3.4463
H  4.7486  3.5568  -4.4909
H  5.7229  5.3962  -3.1536
H  5.1041  5.6369  -0.7621
H  3.5253  4.0619  0.2590
H  -0.5776  1.9558  -2.0689
H  -2.5099  3.4144  -1.6894
H  -2.3689  5.2810  -0.0717
H  -0.2983  5.5726  1.2890
H  1.5515  4.0191  1.0779
H  3.3691  2.1675  3.4158
H  3.1220  3.9504  5.0785
H  0.8597  4.8070  5.6473
H  -1.1291  3.8390  4.5316
H  -0.8665  2.0723  2.8293
H  0.0173  -1.4223  2.6666
H  0.3802  -3.1881  4.3312
H  2.5809  -3.4238  5.4458
H  4.4084  -1.8388  4.8917
H  4.0387  -0.0538  3.2728
Cl  -0.2622  -1.1673  -2.1633
C  -2.0215  -1.0188  -2.3256
Cl  -2.4107  0.0935  -3.6672
C  -2.7186  -0.6319  -0.9921
O  -3.8058  -0.0290  -1.0797
O  -2.1485  -1.0403  0.0438
H  -2.3796  -2.0001  -2.6277

Properties
HOMO energy ... -0.15031 Ha
Total charge ... -1
Largest force on an atom ... 0.6 eV Å⁻¹
E_tot ... -104369.10572 eV
Gap between HOMO and LUMO ... 6.4 eV

---

DFT (the ωB97M-V functional and the def2-TZVPD basis) results for 4 unconnected molecules or ions with the total composition C2H13NO4 at a distorted geometry.

Cartesian coordinates (Å):
N  1.8773  2.0610  0.0072
C  0.5029  1.8941  0.5434
C  -0.4909  1.3883  -0.5104
O  -1.8402  1.7726  -0.4112
H  2.3427  1.1731  0.1338
H  2.3305  2.7860  0.5270
H  0.5252  1.0837  1.2831
H  0.2214  2.8307  1.0151
H  -0.1601  1.7545  -1.4847
H  -0.4184  0.2939  -0.4896
H  -2.1497  1.7976  0.4985
O  -2.9726  -1.5914  0.3472
H  -3.9365  -1.5124  0.2154
H  -2.8962  -0.7132  0.7385
O  -0.2674  -4.3121  1.0340
H  0.5052  -4.1341  1.5971
H  -0.9980  -4.0663  1.5986
O  2.7535  -0.7728  -2.5669
H  3.0757  -1.3814  -1.8996
H  1.9956  -0.3517  -2.1764

Properties
HOMO energy ... -0.35581 Ha
SMILES ... NCCO.O.O.O
Largest force on an atom ... 1.5 eV Å⁻¹
E_tot ... -11963.89221 eV
Gap between HOMO and LUMO ... 10.0 eV

---

DFT (the ωB97M-V functional and the def2-TZVPD basis) results for 10 unconnected molecules or ions with the total composition C4H26NO11S at a distorted geometry.

Cartesian coordinates (Å):
O  -3.2084  -0.0539  0.4316
C  -2.0183  -0.0007  0.1892
N  -1.4311  1.2238  0.0248
C  0.0616  1.4623  -0.0858
O  0.4454  2.2654  0.8903
C  -1.2019  -1.2423  -0.0608
C  -1.9362  -2.4689  0.4800
S  -0.8744  -3.9926  0.4203
H  -1.9125  2.0232  0.3982
H  0.2203  1.9992  -1.0899
H  0.5927  0.4142  -0.0966
H  -1.0022  -1.3857  -1.1184
H  -0.1837  -1.1058  0.4232
H  -2.2008  -2.2524  1.5239
H  -2.8596  -2.6712  -0.0012
H  0.2653  -3.4716  0.7366
H  3.3335  2.2246  0.6866
H  1.9511  2.6974  0.1684
O  2.8990  2.4996  -0.1558
H  -2.7645  -0.9173  -3.2104
H  -1.2825  -1.1476  -3.5305
O  -2.1789  -1.5007  -3.7384
H  -0.2449  0.6606  -2.4944
H  1.1572  0.0607  -2.3474
O  0.3504  0.0857  -2.9342
H  -0.0356  1.6118  2.3087
H  -1.2590  0.8471  2.6880
O  -0.3907  1.0751  3.0402
H  2.4858  0.9823  2.6288
H  1.7973  2.1230  1.9771
O  2.6744  1.8338  2.3569
H  2.6154  1.1695  -0.8585
H  3.1835  0.1745  -1.9347
O  2.5257  0.2504  -1.3209
H  -3.1725  0.8411  -1.7131
H  -4.0997  -0.3063  -1.5616
O  -3.7086  0.1734  -2.2544
H  0.8806  -0.0878  3.0685
H  1.6671  -0.9333  2.0784
O  1.7159  -0.6131  2.9736
H  2.2144  -0.9472  -0.1545
H  2.9007  -1.9685  0.6627
O  2.0289  -1.6320  0.5055

Properties
HOMO energy (spin up / spin down) ... 0.08212 / -0.12660 Ha
Total charge ... -2
Largest force on an atom ... 3.9 eV Å⁻¹
E_tot ... -39418.48192 eV
Spin multiplicity ... 2
Gap between HOMO and LUMO (spin up / spin down) ... 2.1 / 7.8 eV
<S²> ... 0.7514

---

What did the second record say?
DFT (the ωB97M-V functional and the def2-TZVPD basis) results for C23H23N3O3 in the gas phase at a distorted geometry.

Cartesian coordinates (Å):
C  -6.0517  -2.1022  0.8789
C  -4.8778  -1.9349  1.8404
O  -3.6484  -1.7405  1.1738
C  -3.3678  -0.5278  0.6115
C  -2.1814  -0.4638  -0.1152
C  -1.7713  0.7076  -0.7209
C  -2.5458  1.8570  -0.6070
O  -2.2493  3.0738  -1.1593
C  -1.0731  3.1974  -1.9269
C  0.1961  3.0077  -1.1320
C  1.3054  2.3981  -1.7057
C  2.4485  2.1791  -0.9621
C  2.4982  2.5767  0.3698
C  3.6979  2.3157  1.2083
O  4.2522  3.1395  1.9038
N  4.1593  1.0239  1.1631
N  3.4834  0.0607  0.5254
C  3.8722  -1.1565  0.5166
C  5.1095  -1.6823  1.1844
C  3.0156  -2.0924  -0.2180
C  1.8110  -1.6676  -0.7892
C  1.0430  -2.5869  -1.4766
C  1.4889  -3.8983  -1.5714
C  2.6939  -4.2221  -0.9665
N  3.4375  -3.3520  -0.3115
C  1.4081  3.2305  0.9320
C  0.2625  3.4361  0.1873
C  -3.7293  1.7964  0.1223
C  -4.1413  0.6233  0.7239
H  -5.8620  -2.9373  0.2092
H  -6.9609  -2.2987  1.4406
H  -6.1925  -1.2068  0.2786
H  -5.0684  -1.1203  2.5503
H  -4.7326  -2.8574  2.4101
H  -1.5790  -1.3557  -0.1868
H  -0.8430  0.7117  -1.2687
H  -1.1133  4.2211  -2.3173
H  -1.0941  2.5047  -2.7803
H  1.2678  2.0802  -2.7385
H  3.3010  1.6982  -1.4158
H  4.9846  0.8142  1.7270
H  5.9941  -1.1630  0.8141
H  5.2009  -2.7423  0.9722
H  5.0496  -1.5368  2.2637
H  1.5114  -0.6385  -0.6766
H  0.1090  -2.2911  -1.9332
H  0.9179  -4.6473  -2.0973
H  3.0883  -5.2295  -1.0077
H  1.4620  3.5588  1.9588
H  -0.5959  3.9198  0.6290
H  -4.3258  2.6911  0.2084
H  -5.0647  0.6287  1.2809

Properties
HOMO energy ... -0.29181 Ha
SMILES ... CCOc1ccc(OCc2ccc(C(=O)N/N=C(\C)c3ccccn3)cc2)cc1
Largest force on an atom ... 1.2 eV Å⁻¹
E_tot ... -34836.26940 eV
Gap between HOMO and LUMO ... 8.2 eV

---

What is the formula in the fourth record?
C2H13NO4